DFT (ωB97M-V with the def2-TZVPD basis set) results for a structure of composition C21H43InO2.

## Properties
HOMO energy, Eh: 0.021
Lowest unoccupied orbital energy, eV: 4.5
Net charge: -2
Frontier orbital gap, eV: 3.92

```
67
Properties=species:S:1:pos:R:3:forces:R:3
C 7.4090 1.1720 0.6374 -0.39 -0.33 -0.21
C 6.5150 -0.0309 0.2661 0.22 0.39 -0.08
C 5.7594 0.2269 -1.0501 -0.30 -0.28 0.70
C 4.3528 0.8050 -0.7956 0.58 0.16 -0.29
C 3.8745 1.7595 -1.9064 -0.22 -0.64 0.11
C 2.4046 1.5470 -2.3129 0.45 0.72 0.25
C 1.4410 2.4346 -1.5198 0.07 -0.65 -0.34
C 0.0716 2.5082 -2.1803 -0.51 0.20 0.60
C -1.0526 2.8611 -1.1770 0.29 -0.16 -0.54
C -2.4404 2.3835 -1.6314 0.33 -0.39 -0.41
C -3.2691 1.6487 -0.5883 -0.61 0.25 0.74
C -3.2914 2.3388 0.7982 0.48 -0.07 -0.21
C -2.7214 1.4754 1.9351 -0.29 0.39 0.26
C -3.8088 0.6507 2.6563 -0.19 0.27 -0.62
C -3.9889 -0.8036 2.2326 0.30 -0.29 0.61
C -2.6907 -1.6068 2.0794 -0.70 -0.13 -0.25
C -2.7708 -3.0352 2.6193 0.86 0.19 -0.14
C -1.8705 -3.9881 1.8239 -0.35 -0.49 0.20
C -2.5526 -4.6483 0.6168 0.24 0.39 -0.23
C -2.7772 -3.7764 -0.6409 0.05 -0.59 0.25
In -0.9132 -2.9425 -1.5968 0.04 0.72 0.21
C -0.1755 -1.2499 -0.2552 -0.03 0.29 -0.06
O -0.7891 -0.1284 -0.3736 0.47 -0.52 0.13
O 0.7540 -1.4805 0.5665 -0.22 0.20 -0.15
H 7.4716 1.3362 1.7114 0.16 -0.04 0.06
H 6.9879 2.0676 0.1822 0.00 0.18 0.11
H 8.4056 1.0343 0.2230 0.17 0.10 0.04
H 5.8028 -0.2058 1.0700 -0.15 -0.12 -0.02
H 7.1172 -0.9348 0.1776 0.12 -0.05 0.09
H 6.3362 0.9228 -1.6585 0.15 -0.09 -0.23
H 5.6533 -0.7301 -1.5587 0.05 0.10 -0.41
H 3.6704 -0.0335 -0.6857 -0.25 0.04 0.21
H 4.4016 1.3376 0.1524 -0.26 0.04 0.19
H 4.5032 1.6034 -2.7855 0.11 0.06 -0.06
H 4.0268 2.7815 -1.5562 0.06 0.19 -0.22
H 2.1580 0.5038 -2.1366 -0.28 -0.15 -0.25
H 2.3017 1.7847 -3.3736 -0.09 -0.14 -0.14
H 1.3251 1.9771 -0.5373 -0.01 0.17 0.21
H 1.8890 3.4259 -1.4399 -0.03 0.21 0.24
H -0.1618 1.5444 -2.6262 0.02 -0.16 -0.03
H 0.0768 3.2781 -2.9577 0.07 -0.13 -0.32
H -1.0408 3.9474 -1.0759 -0.07 0.17 0.39
H -0.7924 2.3908 -0.2339 -0.05 -0.06 0.16
H -2.2722 1.6864 -2.4538 -0.10 -0.11 -0.08
H -3.0100 3.2066 -2.0667 -0.13 0.24 0.08
H -2.9216 0.6280 -0.4451 0.37 0.01 -0.25
H -4.3014 1.5779 -0.9373 -0.10 -0.05 -0.23
H -2.6970 3.2538 0.7502 0.02 0.08 -0.09
H -4.2994 2.6608 1.0633 -0.18 0.04 0.03
H -1.8851 0.8839 1.5535 -0.09 -0.16 -0.04
H -2.2999 2.1595 2.6771 0.09 0.03 0.09
H -3.6905 0.7283 3.7361 0.26 -0.22 0.17
H -4.7558 1.1567 2.4408 -0.14 0.09 0.22
H -4.5720 -0.8678 1.3147 -0.01 0.03 -0.16
H -4.5853 -1.2966 3.0086 -0.23 0.04 0.00
H -2.4797 -1.6862 1.0273 0.35 0.21 -0.43
H -1.8484 -1.0807 2.5151 0.20 0.03 0.09
H -2.3825 -3.0237 3.6423 -0.39 -0.07 0.26
H -3.7953 -3.4160 2.6148 -0.11 0.01 0.08
H -0.9505 -3.4817 1.5370 0.11 0.16 -0.14
H -1.5792 -4.8034 2.4995 0.07 -0.04 0.01
H -1.9122 -5.4865 0.3277 -0.04 -0.13 -0.08
H -3.4956 -5.0808 0.9905 -0.06 -0.10 -0.02
H -3.5223 -3.0020 -0.4405 0.04 0.21 0.02
H -3.2431 -4.4270 -1.3917 -0.05 0.00 -0.08
H 0.3251 -4.2220 -1.8753 -0.13 -0.12 0.00
H -1.4281 -2.2197 -3.1825 -0.01 -0.18 -0.02
```
Positions in Å, forces in eV/Å.